ORCA calculation (the ωB97M-V functional and the def2-TZVPD basis) on 5 unconnected molecules or ions with the total composition H10O5.

Each line ends with the natural charge from an NBO analysis.
Positions of all 15 atoms, in Å:
O -1.29652 0.02763 -1.33423  -0.921
H -2.15412 -0.35957 -1.28662  0.453
H -0.95277 -0.46728 -0.60405  0.463
O 0.11651 -2.60328 -0.90805  -0.916
H -0.29341 -3.49774 -0.93270  0.463
H -0.35773 -2.35674 -0.15171  0.453
O -0.49986 2.68683 0.93108  -0.956
H 0.07364 2.38469 0.22149  0.491
H -0.00188 3.35304 1.38691  0.478
O 0.12099 -0.08529 1.15984  -0.979
H 0.09701 -0.19494 2.11848  0.482
H -0.31820 0.75544 1.07132  0.505
O 1.96641 0.51071 -0.60199  -0.969
H 1.91626 -0.20994 -1.22799  0.469
H 1.58367 0.05644 0.15820  0.483

Summary:
HOMO-LUMO gap: 11.051 eV
SMILES string: O.O.O.O.O
Relative energy (zero: lowest compared OMol25 entry of this formula, charge and spin): 30.37 kcal per mole

***

ORCA calculation (the ωB97M-V functional and the def2-TZVPD basis) on a molecular structure, H10O5.

Each line ends with the natural charge from an NBO analysis.
Positions of all 15 atoms, in Å:
O 0.74242 -0.13777 -1.80485  -0.850
H 0.34297 -0.99408 -1.95786  0.475
H 0.53678 0.36702 -2.59169  0.503
O -0.63065 -0.16039 -0.14530  -0.979
H -0.17406 -0.91124 0.23415  0.431
H -0.16640 0.01411 -0.96400  0.460
O 0.38213 2.11178 -0.33367  -0.989
H 0.09079 2.86717 0.17695  0.467
H -0.05857 1.36441 0.07063  0.483
O 0.56662 -1.42463 0.77834  -0.819
H 0.92153 -2.20723 0.35668  0.494
H 0.43226 -1.68326 1.69009  0.513
O -1.33304 0.42803 1.60536  -1.015
H -1.09414 0.09616 0.73990  0.422
H -0.55858 0.26987 2.14521  0.405

Summary:
HOMO-LUMO gap: 8.569 eV
Relative energy (zero: lowest compared OMol25 entry of this formula, charge and spin): 173.52 kcal per mole

***

ORCA calculation (the ωB97M-V functional and the def2-TZVPD basis) on 5 unconnected molecules or ions with the total composition H10O5.

Each line ends with the natural charge from an NBO analysis.
Positions of all 15 atoms, in Å:
O 4.47085 -11.69550 17.35702  -0.988
H 5.20391 -11.43836 16.79780  0.489
H 4.88272 -12.07788 18.13186  0.492
O 3.27895 -10.29383 19.85215  -0.948
H 2.98071 -10.49613 18.96539  0.485
H 2.63233 -10.70850 20.42328  0.462
O 6.52283 -13.74223 18.08202  -0.940
H 7.41509 -13.62896 17.75448  0.466
H 6.62641 -14.23865 18.89385  0.476
O 6.76566 -11.33611 15.49429  -0.936
H 7.38548 -12.05075 15.64036  0.471
H 7.17418 -10.57577 15.90810  0.475
O 1.94781 -10.53749 16.27833  -0.957
H 1.57230 -11.40239 16.11353  0.465
H 2.87656 -10.70550 16.43775  0.488

Summary:
HOMO-LUMO gap: 10.932 eV
SMILES string: O.O.O.O.O
Relative energy (zero: lowest compared OMol25 entry of this formula, charge and spin): 22.80 kcal per mole

***

ORCA calculation (the ωB97M-V functional and the def2-TZVPD basis) on 5 unconnected molecules or ions with the total composition H10O5.

Each line ends with the natural charge from an NBO analysis.
Positions of all 15 atoms, in Å:
O -15.47847 -14.84462 -11.19924  -0.933
H -15.52155 -14.17026 -11.87719  0.474
H -15.11869 -15.61109 -11.64568  0.465
O -11.24740 -15.48241 -7.55808  -0.976
H -11.47238 -14.90831 -6.82594  0.469
H -11.93112 -15.32126 -8.20830  0.500
O -12.85209 -15.62275 -9.83091  -0.984
H -12.40701 -16.08226 -10.54293  0.498
H -13.53358 -15.10982 -10.26531  0.486
O -12.43198 -16.83733 -12.42667  -0.939
H -12.59524 -16.26463 -13.17606  0.474
H -13.22196 -17.37345 -12.35775  0.474
O -11.44209 -18.44720 -8.13439  -0.959
H -10.61308 -18.74462 -7.75955  0.462
H -11.42317 -17.49547 -8.03393  0.491

Summary:
HOMO-LUMO gap: 10.559 eV
SMILES string: O.O.O.O.O
Relative energy (zero: lowest compared OMol25 entry of this formula, charge and spin): 19.55 kcal per mole

***

ORCA calculation (the ωB97M-V functional and the def2-TZVPD basis) on 5 unconnected molecules or ions with the total composition H10O5.

Each line ends with the natural charge from an NBO analysis.
Positions of all 15 atoms, in Å:
O -0.35023 -0.07633 0.61748  -0.970
H -0.39519 -0.45007 1.49607  0.490
H -0.86870 0.68155 0.58305  0.501
O -1.60142 2.54515 -0.53043  -0.950
H -1.13228 3.38620 -0.55562  0.478
H -1.24811 2.05300 -1.28841  0.476
O -2.29781 -2.14525 -0.03803  -0.942
H -1.81376 -1.37755 0.24408  0.469
H -1.80979 -2.87036 0.40422  0.463
O 1.46892 -0.62310 -1.43808  -0.963
H 1.53751 0.29198 -1.72753  0.454
H 0.88784 -0.65505 -0.65860  0.495
O 2.53829 -0.55051 1.18199  -0.947
H 1.85916 0.08432 1.16332  0.465
H 3.22557 -0.29399 0.54650  0.481

Summary:
HOMO-LUMO gap: 10.812 eV
SMILES string: O.O.O.O.O
Relative energy (zero: lowest compared OMol25 entry of this formula, charge and spin): 29.01 kcal per mole

***

ORCA calculation (the ωB97M-V functional and the def2-TZVPD basis) on 5 unconnected molecules or ions with the total composition H10O5.

Each line ends with the natural charge from an NBO analysis.
Positions of all 15 atoms, in Å:
O 1.67025 -0.89503 0.85199  -0.925
H 0.81428 -1.01247 0.61716  0.452
H 1.92336 -1.63749 1.38472  0.473
O 1.36678 1.96337 0.26185  -0.924
H 0.90326 1.30239 -0.17731  0.458
H 1.57252 2.51732 -0.50793  0.465
O -0.77318 2.13659 -1.27233  -0.932
H -1.13941 1.40399 -0.76419  0.448
H -0.55939 2.80693 -0.63948  0.481
O -0.42484 -3.51428 -1.31662  -0.927
H -0.56377 -2.59291 -1.10070  0.459
H 0.34034 -3.76341 -0.78326  0.468
O -1.84484 0.19416 1.41056  -0.928
H -2.09307 0.22901 0.48050  0.455
H -1.19229 0.86184 1.55502  0.476

Summary:
HOMO-LUMO gap: 11.340 eV
SMILES string: O.O.O.O.O
Relative energy (zero: lowest compared OMol25 entry of this formula, charge and spin): 44.75 kcal per mole

***

ORCA calculation (the ωB97M-V functional and the def2-TZVPD basis) on 5 unconnected molecules or ions with the total composition H10O5.

Each line ends with the natural charge from an NBO analysis.
Positions of all 15 atoms, in Å:
O -0.68168 2.67651 2.23937  -0.944
H 0.14054 2.48655 2.69693  0.470
H -1.17514 1.85130 2.20874  0.474
O -3.68847 1.03146 -0.93287  -0.932
H -3.44671 1.91593 -0.62322  0.467
H -4.62663 1.01538 -0.67525  0.465
O -1.88370 -2.63434 1.70450  -0.941
H -0.97379 -2.82107 1.43643  0.473
H -2.33646 -2.61485 0.85010  0.467
O 1.67084 -2.75214 -0.50205  -0.941
H 1.49512 -2.33433 -1.35148  0.471
H 2.45449 -2.27144 -0.19834  0.471
O 4.12954 1.19948 -2.16481  -0.944
H 4.78542 1.67058 -1.64185  0.472
H 4.13662 1.58098 -3.04620  0.473

Summary:
HOMO-LUMO gap: 11.834 eV
SMILES string: O.O.O.O.O
Relative energy (zero: lowest compared OMol25 entry of this formula, charge and spin): 31.93 kcal per mole

***

ORCA calculation (the ωB97M-V functional and the def2-TZVPD basis) on 5 unconnected molecules or ions with the total composition H10O5.

Each line ends with the natural charge from an NBO analysis.
Positions of all 15 atoms, in Å:
O -0.20332 -0.40428 -1.34883  -0.934
H -0.59747 0.36912 -1.15857  0.462
H 0.65656 -0.38272 -0.93267  0.475
O 3.41425 2.33791 0.00818  -0.909
H 3.92041 1.68587 -0.37803  0.456
H 3.26112 1.83344 0.84059  0.453
O -4.31676 1.95146 1.68889  -0.933
H -3.95404 2.27261 0.86412  0.466
H -4.41560 1.02200 1.58471  0.468
O 2.73531 -1.73432 2.33595  -0.905
H 3.12889 -0.93986 2.06129  0.448
H 1.85698 -1.48273 1.97016  0.458
O -1.85737 -2.47696 -2.34015  -0.947
H -1.88661 -2.35667 -3.29228  0.469
H -1.74236 -1.69484 -1.90335  0.475

Summary:
HOMO-LUMO gap: 10.807 eV
SMILES string: O.O.O.O.O
Relative energy (zero: lowest compared OMol25 entry of this formula, charge and spin): 49.48 kcal per mole

***

ORCA calculation (the ωB97M-V functional and the def2-TZVPD basis) on 5 unconnected molecules or ions with the total composition H10O5.

Each line ends with the natural charge from an NBO analysis.
Positions of all 15 atoms, in Å:
O -0.18029 -0.24585 -0.20307  -0.948
H -1.09537 -0.22884 0.09914  0.493
H 0.20025 -1.01009 0.24426  0.435
O -1.57950 0.37415 -1.57632  -0.931
H -1.23637 1.24885 -1.36145  0.469
H -1.68242 0.39149 -2.53449  0.468
O -1.61182 0.67372 1.42390  -0.942
H -1.74161 1.47534 1.94308  0.482
H -1.17501 0.06790 2.03314  0.475
O 1.24900 -4.49775 1.98461  -0.933
H 1.36140 -4.79371 1.07424  0.470
H 1.13558 -3.54362 1.90870  0.464
O 2.22886 3.58073 -1.69185  -0.933
H 1.39394 3.73913 -2.14662  0.465
H 1.98965 3.57348 -0.75819  0.468

Summary:
HOMO-LUMO gap: 9.726 eV
SMILES string: O.O.O.O.O
Relative energy (zero: lowest compared OMol25 entry of this formula, charge and spin): 67.88 kcal per mole

***

Respective E_LUMO values: 0.011 -0.007 0.004 0.000 0.003 -0.003 0.021 -0.012 0.008 hartree.
Respective maximum force values: 0.05298 0.21569 0.01339 0.01664 0.05804 0.08397 0.01888 0.09600 0.07512 hartree/bohr.